[1]
Molecular formula: C5H7LaLiO3
Method: DFT, ωB97M-V with the def2-TZVPD basis set

The geometry in XYZ format:
```
17
Properties=species:S:1:pos:R:3:forces:R:3
C 2.0713 -1.8710 -0.6264 0.55 -0.12 0.13
C 2.2085 -2.4558 0.5272 -2.66 4.08 2.53
H 2.7545 -1.5637 -1.4130 -0.76 -0.25 -0.68
H 3.1389 -2.8609 0.9168 -0.11 -0.63 -0.17
H 1.4281 -1.7819 1.3338 2.14 -3.46 -1.82
O 0.5873 -1.0303 -0.8473 0.71 -0.06 -0.19
Li 2.9085 0.8071 0.8897 0.66 0.32 0.58
O 1.0233 0.1919 0.9774 -1.48 1.19 -1.95
C 0.3466 -0.0252 -0.0224 4.11 -2.13 2.61
O -0.7584 0.5765 -0.4039 -4.11 1.90 1.09
C -1.4772 1.4390 0.4466 0.71 1.25 -3.16
C -2.7082 1.9904 -0.1363 0.69 -2.19 0.39
H -0.8791 1.8675 1.2495 -0.22 -0.40 0.64
H -2.5545 3.0281 -0.4843 0.17 0.38 0.34
H -3.4890 1.9864 0.6328 -0.21 0.51 0.31
H -3.0593 1.3861 -0.9864 0.11 0.31 0.15
La -1.5413 -1.6843 -2.0539 -0.28 -0.71 -0.81
```
Positions in Å, forces in eV/Å.

**Kohn-Sham gap (alpha / beta)**: 4.0065 / 8.2634 eV
**Total charge**: +4
**Spin multiplicity**: 2
**LUMO energy (alpha / beta)**: -18.15 / -17.46 eV
**HOMO level (alpha / beta)**: -22.16 / -25.73 eV

Results of the natural (NBO) charge analysis, in e, for atoms 1 through 4: 0.06 -0.34 0.29 0.34



[2]
Molecular formula: C16H41N2O12P2S2
Method: DFT, ωB97M-V with the def2-TZVPD basis set

The geometry in XYZ format:
```
75
Properties=species:S:1:pos:R:3:forces:R:3
C -1.5125 -1.4874 -0.4313 -0.62 0.23 -0.66
C -2.4403 -1.0709 0.7750 0.12 0.83 0.22
C -2.0167 -1.6454 2.1869 -0.21 -0.33 -0.01
C -0.4574 -1.7539 2.4376 -0.89 -1.22 0.24
S 0.4445 -0.1537 2.4029 0.23 4.24 1.56
O 0.2182 0.4709 3.7619 0.76 -2.25 -2.28
O -0.0595 0.8070 1.3735 0.58 -2.67 0.93
N 2.1189 -0.4117 2.2622 -2.12 -1.87 -2.20
S 2.5763 -0.9305 0.7191 3.91 3.01 -1.33
N 2.0410 -2.5212 0.3360 -0.23 0.04 -0.63
O 2.1712 -0.0401 -0.4119 -0.63 -1.93 2.09
O 4.0886 -0.9939 0.7251 -3.20 -0.81 0.89
H -1.7443 -2.5134 -0.8520 0.21 0.97 0.65
H -1.7300 -0.7520 -1.2685 0.35 -0.89 0.90
H -0.4124 -1.4103 -0.2333 -1.15 0.10 0.02
H -2.4067 0.0599 0.8432 0.14 -1.30 -0.06
H -3.5260 -1.3154 0.5478 1.32 -0.02 0.27
H -2.4252 -2.7048 2.2669 0.62 1.07 -0.04
H -2.4942 -1.0826 3.0484 0.53 -0.40 -1.16
H -0.3251 -2.1697 3.4844 0.14 0.77 -1.16
H -0.0430 -2.5384 1.7439 -0.03 1.21 0.53
H 1.4508 -2.4320 -0.5056 0.16 0.20 0.64
H 2.8398 -3.0803 0.0043 -0.09 0.63 0.63
O -4.8262 -2.5639 -1.5833 -3.47 0.98 2.50
P -6.1264 -2.4587 -2.3820 3.86 -1.53 -7.54
O -6.1160 -3.9906 -3.0189 -0.42 0.35 0.77
C -6.4740 -5.0726 -2.1661 -0.13 -0.32 0.04
C -7.9731 -5.1226 -1.9273 -0.08 0.11 0.09
O -5.4694 -1.5900 -3.6361 -0.91 0.24 0.76
C -4.3587 -0.7172 -3.4193 0.58 -0.04 -0.03
C -3.0671 -1.3943 -3.8386 0.05 -0.09 -0.24
O -7.6707 -2.1766 -3.0470 0.40 -0.01 3.63
C -7.9237 -1.9075 -4.4250 -0.17 0.53 -0.81
C -7.5261 -3.0066 -5.3908 0.41 -0.22 0.13
H -5.9301 -5.0030 -1.2191 0.04 -0.01 -0.05
H -6.1551 -5.9897 -2.6661 0.10 0.14 -0.06
H -8.3051 -4.2507 -1.3567 -0.03 -0.07 0.02
H -8.2467 -6.0212 -1.3702 0.05 0.03 0.00
H -8.5187 -5.1125 -2.8725 0.06 -0.05 0.03
H -4.3170 -0.3830 -2.3810 0.03 -0.17 -0.05
H -4.5172 0.1740 -4.0325 -0.18 -0.11 -0.04
H -2.9691 -2.3918 -3.4085 -0.07 0.13 0.22
H -2.2018 -0.8005 -3.5393 -0.04 -0.01 -0.05
H -3.0464 -1.5220 -4.9251 0.00 0.09 0.05
H -7.4813 -0.9514 -4.7095 0.15 -0.14 0.07
H -9.0067 -1.7703 -4.5007 0.01 -0.08 0.39
H -6.4429 -3.1176 -5.4559 -0.07 0.03 0.06
H -7.8923 -2.7757 -6.3943 -0.12 0.13 0.11
H -7.9378 -3.9692 -5.0832 -0.05 0.07 -0.03
O 6.5465 4.5381 0.2351 0.57 -4.11 -1.12
P 6.5840 3.6066 1.4494 -1.19 6.06 5.79
O 5.1443 4.0577 2.1263 0.73 -0.55 -0.69
C 3.9378 3.5721 1.5273 -0.64 -0.40 0.02
C 3.6995 2.1106 1.8549 0.30 0.32 -0.11
O 7.6525 4.5420 2.3218 0.36 -0.82 -0.36
C 8.6078 5.3634 1.6597 -0.12 0.34 -0.05
C 8.1236 6.8018 1.6149 -0.05 0.17 0.13
O 6.7732 2.3782 2.6143 -0.15 -0.80 -3.55
C 7.1607 2.5959 3.9675 0.57 0.04 0.73
C 6.2186 3.4562 4.7868 -0.21 0.37 -0.24
H 3.9649 3.7289 0.4445 0.04 0.09 0.05
H 3.1198 4.1739 1.9301 0.20 0.12 0.03
H 4.4640 1.4790 1.3931 -0.13 -0.08 -0.02
H 2.7260 1.7884 1.4928 0.08 0.11 -0.02
H 3.7505 1.9388 2.9315 -0.12 0.03 -0.05
H 8.8293 4.9835 0.6606 -0.16 0.08 0.03
H 9.5389 5.3116 2.2321 -0.09 -0.10 0.11
H 7.1016 6.8759 1.2420 0.09 -0.18 -0.15
H 8.7712 7.4124 0.9809 0.01 -0.01 0.05
H 8.1185 7.2265 2.6230 0.07 -0.02 -0.06
H 8.1837 2.9758 4.0112 -0.11 0.13 -0.09
H 7.1908 1.6025 4.4249 -0.14 -0.11 -0.37
H 6.2290 4.4965 4.4582 0.01 -0.09 -0.04
H 6.5157 3.4420 5.8390 0.11 -0.17 -0.06
H 5.1915 3.0970 4.7104 0.08 -0.05 0.02
```
Positions in Å, forces in eV/Å.

**Kohn-Sham gap**: 5.8919 eV
**Total charge**: -1
**Spin multiplicity**: 1
**LUMO energy**: -0.03 eV
**HOMO level**: -5.92 eV

Results of the Löwdin charge analysis, in e, for atoms 1 through 4: -0.11 -0.26 -0.23 -0.27